Entry 1:
This record from OMol25 describes a 8-piece molecular cluster, C10H36O8 overall. The level of theory is wB97M-V/def2-TZVPD.

The geometry in ORCA input format:
```
! wB97M-V def2-TZVPD RIJCOSX def2/J DEFGRID3
* xyz 0 1
C 11.59014 -13.77201 17.64690
C 10.93200 -15.03956 18.16856
O 9.70646 -14.74761 18.82799
H 10.96521 -13.15535 17.00129
H 12.58448 -13.88036 17.21096
H 11.76347 -13.13026 18.52212
H 11.57288 -15.56865 18.86831
H 10.74276 -15.70778 17.31762
H 9.09313 -14.42393 18.16118
C 8.87833 -11.22821 11.06873
C 8.08776 -10.16315 10.31969
O 6.81141 -10.03516 10.95424
H 8.96809 -10.94058 12.11381
H 9.90254 -11.21430 10.68192
H 8.38570 -12.17739 10.87934
H 8.03443 -10.46286 9.26667
H 8.60126 -9.19627 10.37085
H 6.48439 -9.14147 10.82108
C 15.08036 -9.94360 10.19346
C 13.72367 -10.53237 10.54463
O 13.69790 -11.91590 10.25325
H 15.07483 -8.85410 10.28064
H 15.29557 -10.15307 9.14483
H 15.88962 -10.33358 10.81452
H 12.99573 -10.03844 9.89667
H 13.40904 -10.28122 11.56396
H 14.54670 -12.30048 10.48812
C 10.61259 -10.42952 15.36431
C 11.48062 -9.30027 14.82943
O 10.70578 -8.12314 14.66731
H 10.22254 -10.18192 16.35677
H 11.18909 -11.33301 15.58991
H 9.77997 -10.64466 14.69785
H 11.89903 -9.60303 13.85910
H 12.35933 -9.17378 15.46251
H 10.45987 -8.02146 13.73508
C 11.83427 -5.73024 12.03033
C 11.62305 -7.17910 11.56915
O 10.32743 -7.70066 11.93253
H 12.90454 -5.65092 12.24236
H 11.28247 -5.44077 12.92036
H 11.61625 -5.01204 11.23883
H 12.42437 -7.78108 11.98981
H 11.60878 -7.22250 10.47726
H 9.66621 -7.56150 11.25847
O 14.77866 -8.42122 13.54339
H 14.80524 -9.37390 13.39343
H 15.57427 -8.23314 14.05744
O 9.73517 -8.33860 18.49231
H 9.21315 -7.73414 17.95161
H 9.13280 -8.63872 19.18227
O 13.08750 -6.62145 15.71212
H 12.22725 -7.03634 15.52131
H 13.68049 -6.99365 15.05066
*
```

Summary:
- ΔE to the lowest compared entry with this formula, charge and spin: 154.4 kJ/mol
- SMILES: CCO.CCO.CCO.CCO.CCO.O.O.O
- Energy: -1004.43839 hartree
- Kohn-Sham gap: 10.33 eV

Charges obtained by natural (NBO) population analysis, quoted in units of e: -0.64 -0.06 -0.72 0.20 0.21 0.21 0.18 0.15 0.46 -0.62 -0.05 -0.73 0.21 0.21 0.21 0.16 0.13 0.47 -0.64 -0.06 -0.71 0.22 0.22 0.19 0.17 0.15 0.46 -0.64 -0.07 -0.77 0.23 0.20 0.20 0.15 0.18 0.51 -0.65 -0.07 -0.76 0.22 0.23 0.20 0.19 0.17 0.48 -0.95 0.48 0.48 -0.94 0.47 0.47 -0.97 0.49 0.47

Entry 2:
This record from OMol25 describes a 2-piece molecular cluster, C2HF3N overall. The level of theory is wB97M-V/def2-TZVPD.

The geometry in ORCA input format:
```
! wB97M-V def2-TZVPD RIJCOSX def2/J DEFGRID3
* xyz 1 1
C 1.59495 -0.00958 0.05633
C -0.88743 -0.39118 0.03039
N 0.51038 -0.36614 -0.06990
F -1.02843 1.89852 -0.16216
F -1.47326 -0.52683 -1.06965
F -1.41985 -0.48290 1.15938
H 2.70364 -0.12189 0.05561
*
```

Summary:
- ΔE to the lowest compared entry with this formula, charge and spin: 458.2 kJ/mol
- Energy: -430.63618 hartree
- Kohn-Sham gap (spin up / spin down): 10.02 / 7.18 eV

Charges obtained by natural (NBO) population analysis, quoted in units of e: 0.57 1.08 -0.34 -0.33 -0.16 -0.16 0.33

Entry 3:
This record from OMol25 describes a 10-piece molecular cluster, C49H76BF4IN9O6P overall. The level of theory is wB97M-V/def2-TZVPD.

The geometry in ORCA input format:
```
! wB97M-V def2-TZVPD RIJCOSX def2/J DEFGRID3
* xyz 0 1
C 3.37525 -4.69756 -3.25518
B 4.03991 -3.65687 -2.30385
O 5.40525 -3.55335 -2.20061
C 3.12803 -2.64632 -1.47070
C 3.43842 -1.41269 -1.03211
C 4.73996 -0.67481 -1.29724
F 5.05507 -0.72470 -2.62610
F 4.55666 0.64338 -0.99174
C 5.93692 -1.20973 -0.48236
F 5.44175 -1.72653 0.67870
F 6.79706 -0.19707 -0.19197
C 2.43206 -0.71160 -0.15735
O 2.75981 -0.08467 0.82397
C 0.99989 -0.92485 -0.52673
P -0.25258 0.40425 -0.37495
O 0.65139 1.63914 -0.95710
I -0.25370 0.89079 2.01182
C 0.66206 -2.15264 -0.97769
C -0.68564 -2.66736 -1.37622
C -0.83419 -2.70595 -2.91653
C -1.42361 -1.42153 -3.49587
C -2.92237 -1.26733 -3.49490
O -3.47110 -0.21870 -3.34370
O -3.64161 -2.38039 -3.80681
C 1.78148 -3.13631 -1.07749
O 1.65504 -4.30407 -0.75798
H 2.75159 -5.40942 -2.71541
H 2.71340 -4.17109 -3.95281
H 4.11620 -5.23330 -3.84557
H 5.82926 -4.27412 -1.71394
H 6.48611 -1.96660 -1.03417
H 1.57588 1.42145 -1.12668
H -1.46555 -2.04999 -0.92919
H -0.76954 -3.68588 -0.99527
H -1.41585 -3.58283 -3.20777
H 0.14889 -2.85829 -3.36941
H -1.03702 -0.54012 -2.98272
H -1.13084 -1.33408 -4.54686
H -3.31792 -3.12691 -3.28526
C -8.77545 -1.05689 -5.23656
C -7.87186 -0.27510 -4.29039
C -6.60294 -1.03751 -3.89625
C -6.89114 -2.25763 -3.14558
N -7.11989 -3.21851 -2.56029
H -9.13741 -1.97657 -4.77482
H -9.64330 -0.45746 -5.51268
H -8.24477 -1.32525 -6.15344
H -8.42918 -0.00545 -3.39183
H -7.57270 0.65985 -4.76705
H -5.95527 -0.40944 -3.28629
H -6.02250 -1.31091 -4.77816
C -2.34887 5.22131 2.70968
C -3.01996 4.50284 1.54508
C -4.25823 3.71106 1.97653
C -3.94070 2.62268 2.89820
N -3.70613 1.73183 3.58291
H -1.98231 4.51516 3.45766
H -1.49877 5.80590 2.35889
H -3.04415 5.90442 3.20332
H -2.30775 3.83515 1.05816
H -3.33664 5.22079 0.79127
H -4.74906 3.27552 1.10590
H -4.98443 4.37175 2.45243
C 6.97477 -1.64833 3.94337
C 7.91998 -0.45941 3.99530
C 9.06894 -0.55679 2.98576
C 9.94451 -1.69786 3.25052
N 10.62221 -2.60126 3.45535
H 7.48698 -2.57805 4.19949
H 6.15731 -1.50640 4.64914
H 6.54317 -1.76306 2.94769
H 8.32680 -0.35153 5.00217
H 7.36081 0.45344 3.78200
H 9.67645 0.34942 3.00244
H 8.67099 -0.65571 1.97368
C -6.66121 3.09885 -1.29391
C -6.89958 4.33275 -2.15482
C -5.72511 4.58128 -3.10922
C -4.51083 4.88935 -2.35546
N -3.55902 5.10479 -1.75150
H -5.77021 3.22113 -0.67805
H -7.50174 2.91860 -0.62528
H -6.52487 2.21404 -1.91917
H -7.05016 5.21085 -1.52515
H -7.80767 4.20417 -2.74477
H -5.92611 5.41110 -3.78721
H -5.54686 3.69844 -3.72504
C 4.63340 -3.31864 3.48206
C 3.55279 -3.61106 2.44883
C 3.79995 -4.91149 1.67237
C 5.00473 -4.83184 0.85164
N 5.92431 -4.72366 0.17118
H 5.60664 -3.18452 3.00684
H 4.40170 -2.40503 4.02896
H 4.72355 -4.13617 4.19766
H 3.47886 -2.77769 1.74480
H 2.58203 -3.69901 2.93906
H 2.96714 -5.10967 0.99541
H 3.88336 -5.76051 2.35307
C 6.44662 4.16276 5.83512
C 5.96269 3.79915 4.43694
C 4.62482 3.05166 4.44711
C 4.72091 1.76319 5.13088
N 4.79411 0.74489 5.65468
H 6.61957 3.26983 6.43739
H 7.38183 4.71968 5.78755
H 5.71343 4.78267 6.35404
H 6.71218 3.18771 3.93089
H 5.83674 4.70310 3.83933
H 4.27734 2.86832 3.42929
H 3.85832 3.64867 4.94424
C -10.04028 1.21797 -8.38571
C -9.05465 2.17434 -9.04564
C -7.72752 2.28864 -8.28746
C -7.89355 2.85629 -6.95040
N -8.03688 3.30917 -5.90575
H -10.31950 1.56009 -7.38810
H -10.95131 1.14048 -8.97781
H -9.61403 0.21735 -8.29318
H -9.50163 3.16508 -9.13997
H -8.82988 1.83179 -10.05674
H -7.02729 2.92061 -8.83531
H -7.26169 1.30617 -8.18790
C 10.24094 -5.33413 3.58611
C 9.88857 -6.13520 2.33881
C 8.51856 -5.76172 1.76155
C 7.43229 -6.07037 2.68966
N 6.59141 -6.31900 3.43106
H 9.52950 -5.52458 4.39112
H 11.23362 -5.59930 3.94853
H 10.23630 -4.26311 3.37627
H 9.90854 -7.20319 2.56339
H 10.63521 -5.95975 1.56305
H 8.32895 -6.29697 0.83122
H 8.47823 -4.69789 1.52369
C -5.40676 5.14410 4.95524
C -6.81712 4.78777 5.40783
C -7.49716 3.76232 4.49175
C -7.68685 4.27152 3.13334
N -7.81859 4.67113 2.06517
H -5.41735 5.60953 3.96808
H -4.94473 5.84695 5.64758
H -4.77298 4.25583 4.90862
H -7.43055 5.68870 5.45785
H -6.78773 4.36753 6.41392
H -8.47332 3.48066 4.88836
H -6.89969 2.85019 4.43415
*
```

Summary:
- SMILES: CB(O)C1=C(C(F)(F)C(F)F)C(=O)C(P(O)I)=C(CCCC(=O)O)C1=O.CCCC#N.CCCC#N.CCCC#N.CCCC#N.CCCC#N.CCCC#N.CCCC#N.CCCC#N.CCCC#N
- Energy: -3920.33436 hartree
- Kohn-Sham gap: 7.04 eV

These are the Löwdin partial charges, in e, on atoms 1 to 99: 0.02 -0.45 0.10 0.07 0.02 -0.38 0.12 0.11 -0.26 0.08 0.09 -0.36 0.09 -0.30 0.53 -0.38 0.47 -0.14 -0.13 -0.15 -0.10 -0.51 0.13 0.09 -0.30 0.12 0.07 0.08 0.07 0.06 0.15 0.05 0.11 0.12 0.11 0.12 0.09 0.14 0.11 -0.11 -0.26 -0.20 -0.24 0.14 0.07 0.06 0.07 0.11 0.08 0.10 0.12 -0.10 -0.25 -0.19 -0.26 0.15 0.07 0.07 0.06 0.10 0.08 0.09 0.07 -0.12 -0.24 -0.17 -0.17 0.16 0.09 0.05 0.05 0.11 0.09 0.12 0.11 -0.10 -0.25 -0.19 -0.22 0.16 0.04 0.07 0.07 0.11 0.10 0.12 0.11 -0.11 -0.22 -0.15 -0.16 0.20 0.03 0.07 0.08 0.09 0.12 0.10 0.12

Entry 4:
This record from OMol25 describes a 2-piece molecular cluster, C4H10O overall. The level of theory is wB97M-V/def2-TZVPD.

The geometry in ORCA input format:
```
! wB97M-V def2-TZVPD RIJCOSX def2/J DEFGRID3
* xyz 0 1
C -0.21603 -0.13634 0.61959
C 0.13820 0.55364 -0.64933
C -0.29281 1.74445 -1.04389
C -1.40757 2.53238 -0.36807
H 0.47819 0.03146 1.46012
H -0.17549 -1.20179 0.33715
H -1.23956 0.09971 0.95616
H 0.91877 0.06984 -1.25120
H 0.16852 2.20084 -1.92961
H -0.87853 3.35694 0.13873
H -1.97411 1.96139 0.38665
H -2.12031 2.96346 -1.09111
O 1.94921 -4.42115 0.88494
H 2.26446 -4.74375 0.01042
H 2.38710 -5.01111 1.53950
*
```

Summary:
- ΔE to the lowest compared entry with this formula, charge and spin: 97.3 kJ/mol
- SMILES: C/C=C\C.O
- Energy: -233.60790 hartree
- Kohn-Sham gap: 9.88 eV

Charges obtained by natural (NBO) population analysis, quoted in units of e: -0.66 -0.19 -0.18 -0.65 0.22 0.22 0.21 0.19 0.20 0.22 0.21 0.22 -0.94 0.47 0.47

Entry 5:
This record from OMol25 describes C20H13NO5S as an isolated structure. The level of theory is wB97M-V/def2-TZVPD.

The geometry in ORCA input format:
```
! wB97M-V def2-TZVPD RIJCOSX def2/J DEFGRID3
* xyz 0 1
C 0.36961 -3.89593 -0.44037
H -0.54597 -3.74732 -0.18117
H 0.98477 -4.55915 0.05327
H 0.37905 -4.24848 -1.59604
O 0.99501 -2.81978 -0.54745
C 2.26073 -2.74841 -0.31115
O 2.88283 -3.79612 -0.30384
C 2.86609 -1.31230 -0.29858
C 2.22572 -0.08348 -0.10272
N 0.93879 -0.00752 0.02759
C 0.12100 1.21152 -0.55776
O 0.54380 2.03488 -1.31121
C -1.28109 0.68317 -0.52958
C -2.03664 1.93919 -0.92425
O -3.38861 1.90930 -1.07923
C -4.14261 0.89283 -0.22005
C -5.42848 0.84917 -0.28681
C -6.24063 -0.03568 0.34534
C -5.46695 -0.96090 0.80203
C -4.22832 -1.10787 0.97805
C -3.47094 -0.16512 0.16359
C -2.07422 -0.16254 0.40832
O -1.37756 -1.08862 0.82546
H -3.74437 -1.93292 1.49437
H -6.16377 -1.66876 1.09413
H -7.19708 0.10644 0.26023
H -5.92286 1.67580 -0.81210
H -1.54930 2.84778 -1.49851
H 0.28719 -0.81397 0.46528
C 3.26619 0.90937 0.23682
C 3.03665 2.41622 0.38756
C 4.07824 3.11270 0.46364
C 5.44473 2.69140 0.50652
C 5.62449 1.18804 0.22078
C 4.52296 0.40312 0.09547
S 4.66771 -1.04446 -0.12180
H 6.67545 0.92841 0.00226
H 6.24566 3.34745 0.87131
H 3.93381 4.23015 0.81141
H 1.90893 2.82238 0.60917
*
```

Summary:
- Energy: -1598.67730 hartree
- Kohn-Sham gap: 6.45 eV

Charges obtained by natural (NBO) population analysis, quoted in units of e: -0.21 0.18 0.21 0.14 -0.48 0.77 -0.62 -0.35 0.19 -0.69 0.69 -0.56 -0.31 0.30 -0.45 0.29 -0.22 -0.13 -0.23 -0.12 -0.17 0.51 -0.58 0.25 0.21 0.22 0.23 0.25 0.47 -0.08 -0.17 -0.26 -0.18 -0.21 -0.35 0.58 0.22 0.22 0.20 0.23

Entry 6:
This record from OMol25 describes C2H3BrClF as an isolated structure. The level of theory is wB97M-V/def2-TZVPD.

The geometry in ORCA input format:
```
! wB97M-V def2-TZVPD RIJCOSX def2/J DEFGRID3
* xyz 0 1
C -0.26554 0.05212 0.10563
C 0.62377 0.41073 2.12802
F 0.41206 -0.71531 2.78806
Cl -0.32933 1.76030 2.63253
Br 2.48882 0.85144 2.24191
H -0.13161 -0.99663 0.13941
H -1.21213 0.52337 0.53271
H 0.16004 0.83261 -0.41892
*
```

Summary:
- ΔE to the lowest compared entry with this formula, charge and spin: 273.5 kJ/mol
- Energy: -3211.96599 hartree
- Kohn-Sham gap: 9.37 eV

Charges obtained by natural (NBO) population analysis, quoted in units of e: -0.51 0.16 -0.34 0.00 0.05 0.22 0.21 0.21